C5H6O | the ωB97M-V functional and the def2-TZVPD basis

Structure (XYZ):
```
12
Properties=species:S:1:pos:R:3:forces:R:3:mulliken_charge:R:1
C 2.775 -0.233 0.097 -0.7 -0.1 0.0 0.165
C 1.599 -0.475 -0.002 0.6 0.3 0.2 -0.325
C 0.191 -0.824 -0.161 -0.1 -0.1 0.1 -0.973
C -0.836 0.094 0.503 0.4 -0.3 0.5 0.080
C -1.610 1.055 -0.275 1.1 0.2 0.5 -0.463
O -2.156 -0.199 0.089 -0.1 -0.2 -0.1 -0.407
H 3.809 -0.013 0.197 0.0 0.0 0.0 0.410
H 0.029 -1.809 0.284 0.0 -0.1 0.0 0.264
H 0.014 -0.950 -1.235 -0.4 0.2 0.1 0.318
H -0.658 0.307 1.547 -0.2 -0.3 0.3 0.387
H -1.022 1.085 -1.186 -1.3 0.7 -0.9 0.264
H -2.087 1.909 0.230 0.5 -0.3 -0.7 0.280
```
Forces are in eV/Å.

Calculated values
Maximum force (Eh/bohr): 0.0341
DFT total energy (eV): -7326.1200
LUMO level (Eh): 0.0375

=====

C43H124N8O15 | the ωB97M-V functional and the def2-TZVPD basis

Structure (XYZ):
```
190
Properties=species:S:1:pos:R:3:forces:R:3:mulliken_charge:R:1
C -0.171 -13.146 6.553 -0.1 0.1 0.2 -1.617
C 0.926 -14.161 6.265 -0.6 0.2 0.9 0.823
C 2.186 -13.809 7.053 -0.1 0.3 -0.2 -0.598
O 0.451 -15.481 6.570 0.1 -0.1 -0.1 -0.588
H 0.253 -12.142 6.473 -0.2 0.0 0.0 0.380
H -0.547 -13.276 7.576 0.3 0.1 0.0 0.391
H -1.048 -13.231 5.911 0.2 -0.1 -0.2 0.418
H 1.127 -14.149 5.194 0.1 -0.3 0.0 0.065
H 2.710 -13.076 6.435 0.4 -0.1 0.3 0.413
H 2.805 -14.682 7.263 0.1 0.1 -0.3 -0.569
H 2.013 -13.333 8.023 -0.4 0.0 -0.1 0.671
H 0.085 -15.480 7.462 0.1 0.0 -0.1 0.317
C 7.242 -23.355 10.501 -2.9 -12.7 -13.4 0.502
C 7.728 -23.484 9.043 -0.4 -2.4 0.8 0.143
C 7.256 -22.387 8.176 -0.1 1.0 -0.6 -0.982
O 9.177 -23.479 8.989 -0.5 0.2 0.1 -0.536
H 7.438 -22.338 10.841 5.9 2.5 -13.1 -2.152
H 7.720 -24.111 11.113 -0.1 0.2 0.0 0.422
H 6.158 -23.500 10.483 -0.3 -0.4 0.1 0.263
H 7.388 -24.467 8.684 0.2 0.1 -0.6 0.452
H 7.589 -22.560 7.151 0.0 0.2 0.0 0.406
H 7.661 -21.435 8.540 0.2 0.0 -0.2 0.091
H 6.179 -22.222 8.165 -0.1 -0.4 0.1 0.349
H 9.481 -24.339 9.293 0.1 0.0 0.0 0.314
C 4.011 -17.306 6.557 -0.3 -0.2 -0.8 -0.006
C 4.473 -17.111 7.952 0.1 1.5 1.0 0.353
C 5.352 -18.221 8.399 -0.2 -0.9 0.3 -1.760
O 5.479 -18.185 9.815 -1.7 2.2 -1.3 1.413
C 6.367 -19.075 10.236 2.7 -2.3 1.7 -1.215
N 5.152 -15.789 8.043 1.3 -0.3 0.3 0.508
H 3.357 -18.175 6.452 0.1 0.0 0.0 0.021
H 4.884 -17.431 5.905 -0.1 0.0 0.0 0.146
H 3.467 -16.433 6.207 0.0 0.0 0.0 -0.635
H 3.658 -17.040 8.684 -0.2 -0.2 -0.3 0.410
H 6.338 -18.155 7.912 -0.1 -0.1 0.1 0.547
H 4.876 -19.192 8.172 0.2 0.1 -0.3 0.253
H 6.405 -19.057 11.325 0.0 0.0 0.1 -0.623
H 7.392 -18.873 9.889 0.1 0.1 -0.1 0.623
H 6.185 -20.122 9.950 -0.5 0.0 -0.2 0.356
H 5.417 -15.625 9.026 -0.3 -0.1 -0.4 0.293
H 6.097 -15.903 7.608 -0.9 0.2 0.3 -0.335
C 4.311 -19.336 3.294 -0.5 0.6 0.9 0.086
C 3.545 -18.720 2.125 0.6 -0.4 -0.2 1.384
C 4.274 -17.498 1.573 -0.6 0.5 -0.3 0.740
O 3.497 -16.853 0.540 1.1 -0.3 0.4 -0.432
C 2.423 -16.108 1.025 -1.1 0.8 0.7 -0.450
N 3.345 -19.741 1.053 0.7 0.9 -0.6 -0.834
H 3.620 -19.936 3.897 0.4 -0.4 -0.5 -0.749
H 4.601 -18.572 4.037 0.1 0.0 -0.5 -0.502
H 5.213 -19.875 3.008 -0.1 -0.2 -0.1 0.638
H 2.576 -18.393 2.516 0.0 -0.1 -0.2 -0.314
H 5.219 -17.782 1.100 0.0 0.0 0.1 0.259
H 4.466 -16.749 2.356 0.1 -0.3 0.0 -1.100
H 1.487 -16.659 0.900 -0.1 0.2 -0.2 0.341
H 2.366 -15.121 0.549 0.0 -0.4 -0.6 0.273
H 2.439 -15.806 2.089 0.5 -0.7 -0.1 -0.004
H 3.117 -19.204 0.195 -0.4 -0.3 0.6 0.340
H 4.291 -20.064 0.783 -0.5 -0.1 0.5 0.322
C 7.853 -22.008 11.780 6.8 10.9 13.4 0.106
C 8.418 -22.812 12.953 -1.5 0.2 0.2 0.628
C 9.614 -22.116 13.536 0.5 0.0 0.2 -1.279
O 10.731 -22.100 12.665 0.2 -0.4 0.0 -0.221
C 11.376 -23.373 12.491 -0.9 0.7 -0.2 -0.793
N 7.421 -22.960 14.054 -0.7 1.0 -0.6 -0.780
H 7.036 -22.522 11.275 -9.4 -0.4 11.6 0.485
H 8.642 -21.841 11.026 0.0 0.0 0.4 0.434
H 7.608 -20.981 12.078 0.4 0.6 1.0 -0.019
H 8.654 -23.811 12.581 0.3 -0.1 0.4 0.612
H 9.887 -22.545 14.510 0.0 -0.2 -0.1 0.529
H 9.293 -21.083 13.713 0.4 0.0 0.0 0.166
H 12.304 -23.149 11.970 0.2 -0.2 0.4 0.299
H 10.800 -24.034 11.822 0.0 0.1 0.2 0.172
H 11.497 -23.886 13.452 0.3 0.1 -0.1 0.365
H 6.498 -23.149 13.633 0.6 -0.4 0.1 0.383
H 7.213 -22.003 14.400 0.6 -0.5 0.0 0.004
C 2.668 -18.893 11.399 1.6 -0.8 -0.8 -1.475
C 3.233 -18.079 12.554 -0.5 -1.0 0.3 2.404
C 2.553 -16.727 12.643 0.4 -0.5 -0.3 -1.022
O 3.258 -15.889 13.527 0.0 0.8 -0.1 -0.393
C 4.137 -14.982 12.856 0.5 -0.6 0.5 -0.461
N 3.163 -18.896 13.809 -0.3 1.1 0.0 -0.601
H 3.038 -18.532 10.429 -0.6 0.6 0.2 -0.218
H 1.600 -19.089 11.376 -0.1 0.2 0.2 0.553
H 3.221 -19.849 11.382 -0.5 -0.1 0.4 0.445
H 4.298 -17.921 12.350 -0.1 0.1 0.0 -1.164
H 1.520 -16.848 12.985 0.0 0.1 0.1 0.355
H 2.525 -16.345 11.614 0.0 0.4 0.1 0.331
H 5.034 -15.507 12.479 -0.4 0.0 -0.3 0.052
H 4.539 -14.273 13.583 -0.4 0.0 0.1 0.280
H 3.609 -14.453 12.063 0.1 0.0 -0.1 0.359
H 2.261 -19.373 13.854 0.2 0.1 -0.1 0.293
H 3.148 -18.231 14.598 0.2 -0.5 -0.4 0.297
C 7.392 -14.118 2.646 0.1 -0.8 0.3 -0.869
C 6.085 -13.837 1.937 -0.1 0.0 -0.4 1.939
C 5.200 -12.921 2.779 0.1 0.4 0.2 -0.899
O 5.033 -13.428 4.092 -0.3 -0.1 0.3 -0.187
C 4.064 -14.451 4.187 -0.7 0.2 -0.7 0.935
N 6.359 -13.380 0.558 -0.7 0.3 0.2 -0.750
H 7.969 -14.834 2.060 0.1 0.1 -0.2 0.428
H 7.192 -14.618 3.599 0.0 0.4 -0.2 -0.352
H 8.017 -13.244 2.836 -0.2 0.2 -0.1 0.411
H 5.541 -14.786 1.881 0.1 -0.1 -0.4 -0.870
H 4.199 -12.760 2.361 0.1 -0.1 -0.4 0.352
H 5.683 -11.939 2.874 0.0 -0.1 0.1 0.336
H 3.675 -14.511 5.195 0.6 -0.2 0.3 -1.206
H 4.410 -15.422 3.816 0.1 0.1 0.3 -0.548
H 3.154 -14.216 3.599 0.4 0.1 -0.1 0.566
H 6.767 -12.443 0.557 0.0 -0.3 0.2 0.268
H 5.492 -13.292 0.021 0.3 -0.2 0.2 0.277
C 6.416 -20.959 17.202 0.5 0.3 -0.4 -1.084
C 6.396 -19.440 17.435 -0.1 -0.7 0.6 0.590
C 5.949 -18.719 16.187 0.2 1.2 0.9 -0.578
O 6.996 -18.769 15.247 -0.1 -0.4 0.9 -0.351
C 6.587 -18.250 14.034 0.1 -0.5 -1.4 -0.368
N 5.478 -19.153 18.530 -0.8 0.6 0.2 -0.732
H 6.618 -21.511 18.122 0.2 0.0 -0.1 0.438
H 7.173 -21.183 16.440 0.0 -0.1 0.4 0.056
H 5.477 -21.340 16.796 -0.2 0.3 0.1 0.301
H 7.377 -19.045 17.726 0.3 -0.4 -0.5 0.264
H 5.809 -17.645 16.453 -0.2 -0.3 -0.1 0.280
H 4.976 -19.099 15.844 0.3 -0.2 -0.3 0.130
H 7.432 -18.320 13.351 0.1 0.1 0.0 0.231
H 6.270 -17.203 14.053 -0.1 0.0 0.3 0.188
H 5.791 -18.902 13.645 -0.2 0.4 -0.1 0.138
H 5.444 -18.151 18.724 0.0 -0.3 -0.2 0.236
H 5.781 -19.582 19.395 0.1 -0.2 -0.1 0.263
C 12.197 -15.249 7.774 0.3 0.8 0.7 -1.547
C 11.940 -16.653 7.375 -0.7 -0.6 -1.4 0.250
C 11.432 -17.549 8.483 1.5 0.0 0.8 0.227
O 12.481 -17.652 9.465 -0.4 0.6 -0.8 -0.456
C 12.071 -18.307 10.650 1.0 0.4 0.0 -0.506
N 10.890 -16.664 6.276 1.3 -0.5 -0.4 -0.563
H 12.910 -15.265 8.600 0.0 0.2 0.0 0.401
H 11.306 -14.715 8.105 -0.2 -0.1 0.0 0.245
H 12.633 -14.680 6.951 0.0 0.0 0.0 0.408
H 12.891 -17.026 6.969 -0.2 -0.4 0.2 0.408
H 11.264 -18.567 8.110 -0.7 0.2 0.0 0.108
H 10.578 -17.056 8.965 -0.3 -0.4 -0.2 -0.161
H 11.005 -18.165 10.794 -0.2 -0.5 0.3 0.215
H 12.644 -17.847 11.459 -0.3 0.2 0.1 0.323
H 12.434 -19.331 10.618 -0.7 -0.3 0.1 0.169
H 10.909 -17.599 5.841 -0.2 0.3 0.5 0.220
H 11.321 -16.115 5.515 -0.6 0.1 0.5 0.292
C 0.962 -19.953 8.274 0.7 -1.4 -0.1 -1.331
C 0.059 -20.797 7.365 -1.7 1.7 0.1 1.119
C 0.769 -21.893 6.644 1.3 -0.7 0.8 -1.269
O 1.701 -21.387 5.719 -0.5 0.9 0.7 -0.073
C 2.039 -22.298 4.751 0.8 -1.3 -0.5 -0.814
N -0.983 -21.444 8.147 -0.2 -0.7 0.7 -0.760
H 1.391 -20.666 9.002 -0.2 0.4 0.1 0.450
H 0.470 -19.139 8.798 -0.3 0.0 -0.1 0.487
H 1.817 -19.562 7.716 -0.2 0.1 -0.1 0.075
H -0.446 -20.094 6.675 0.5 -0.4 -0.2 0.305
H 0.105 -22.643 6.196 -0.2 0.4 -0.2 0.449
H 1.320 -22.433 7.446 -0.2 -0.1 -0.4 0.307
H 2.804 -21.863 4.114 -0.3 0.2 -0.3 0.131
H 1.159 -22.625 4.187 0.1 0.1 -0.2 0.356
H 2.523 -23.204 5.167 -0.3 0.1 0.1 0.319
H -1.697 -21.885 7.582 0.1 0.1 -0.2 0.234
H -1.459 -20.865 8.823 0.2 0.3 -0.1 0.222
C 7.756 -15.659 5.693 0.5 -0.2 -0.8 -0.421
O 8.119 -16.054 6.988 0.8 -0.5 0.6 -0.376
H 6.679 -15.510 5.655 -0.1 0.1 0.0 -0.210
H 8.238 -14.735 5.342 0.0 0.0 0.4 0.316
H 8.025 -16.430 4.952 -0.2 0.1 0.1 0.391
H 9.055 -16.405 6.967 -0.9 0.6 -0.3 0.105
C 1.046 -18.601 4.823 0.2 0.3 0.7 -0.290
O 1.208 -17.218 4.478 0.0 -0.4 0.1 -0.385
H 0.551 -18.708 5.802 0.3 0.2 -0.4 0.156
H 0.413 -19.141 4.115 0.1 0.3 -0.3 0.461
H 2.017 -19.119 4.894 -0.4 0.2 -0.1 -0.138
H 1.219 -16.700 5.306 -0.3 -0.3 -0.4 0.113
C 11.452 -21.451 9.345 1.2 -0.9 -0.8 -0.634
O 10.249 -20.824 9.545 -2.0 0.4 -0.4 -0.124
H 11.465 -22.156 8.500 -0.4 0.0 0.1 0.276
H 12.173 -20.700 9.032 0.4 0.0 0.5 0.384
H 11.719 -22.016 10.237 0.6 0.2 0.0 -0.106
H 9.565 -21.472 9.299 0.4 0.3 0.1 -0.104
C 6.130 -12.478 7.199 1.2 0.0 -1.2 -0.206
O 5.126 -12.762 8.088 -1.5 -0.9 1.2 -0.557
H 6.074 -13.082 6.288 -0.1 0.1 -0.1 -0.154
H 6.040 -11.432 6.907 0.1 0.1 0.0 0.312
H 7.145 -12.642 7.596 -0.1 0.1 0.2 0.236
H 4.831 -13.697 8.011 0.5 0.6 -0.1 0.298
C 8.287 -15.280 10.921 -0.3 0.0 -0.4 -0.629
O 7.649 -16.412 11.531 0.0 0.3 -0.5 -0.263
H 8.405 -15.393 9.836 -0.1 -0.2 0.1 0.044
H 7.710 -14.355 11.070 0.1 -0.2 0.2 0.291
H 9.291 -15.163 11.325 -0.1 -0.1 0.3 0.305
H 6.981 -16.741 10.908 0.2 0.1 0.3 -0.015
```
Forces are in eV/Å.

Calculated values
Maximum force (Eh/bohr): 0.3631
DFT total energy (eV): -89215.8347
LUMO level (Eh): 0.0115

=====

C5H9NO | the ωB97M-V functional and the def2-TZVPD basis

Structure (XYZ):
```
16
Properties=species:S:1:pos:R:3:forces:R:3:mulliken_charge:R:1
C 0.632 0.849 -1.544 0.0 0.0 0.0 -1.428
C 0.235 -0.548 -1.130 -0.2 0.1 -0.2 0.144
N 1.205 -1.303 -0.332 0.2 -0.2 0.0 -0.698
C -0.070 -0.920 0.270 -0.2 0.0 0.1 0.125
C -0.047 0.083 1.394 0.0 0.0 -0.1 -0.762
C -1.379 0.773 1.556 -0.2 0.0 -0.2 0.013
O -2.330 0.591 0.831 0.4 0.1 0.3 -0.474
H 1.463 1.205 -0.929 -0.1 0.0 -0.1 0.379
H 0.966 0.863 -2.587 0.0 0.0 0.1 0.366
H -0.210 1.545 -1.447 0.1 -0.1 0.0 0.253
H -0.330 -1.101 -1.880 0.1 0.1 0.1 0.445
H 1.202 -2.288 -0.583 0.0 0.1 0.0 0.253
H -0.822 -1.699 0.397 0.1 0.1 0.0 0.399
H 0.720 0.851 1.226 -0.1 -0.1 0.0 0.284
H 0.217 -0.387 2.352 -0.1 0.1 -0.1 0.337
H -1.450 1.486 2.406 0.0 -0.1 -0.1 0.364
```
Forces are in eV/Å.

Calculated values
Maximum force (Eh/bohr): 0.0105
DFT total energy (eV): -8867.2431
LUMO level (Eh): 0.0391

=====

C8H20O4 | the ωB97M-V functional and the def2-TZVPD basis

Structure (XYZ):
```
32
Properties=species:S:1:pos:R:3:forces:R:3:mulliken_charge:R:1
C -2.175 -3.842 -1.685 -0.4 -0.9 0.5 -1.158
C -1.533 -2.959 -2.693 1.3 -0.1 -0.9 -0.171
O -2.234 -1.769 -2.802 -1.3 1.5 0.5 -0.362
C -1.808 -0.867 -3.763 1.1 -0.6 -0.8 -0.264
O -0.524 -0.292 -3.459 -1.5 0.0 -0.8 -0.390
C -0.476 0.354 -2.217 0.8 -0.2 0.8 -0.588
H -3.094 -4.286 -2.101 0.3 0.2 0.3 0.273
H -2.431 -3.318 -0.749 0.2 -0.1 -0.4 0.306
H -1.466 -4.653 -1.451 -0.4 0.2 0.0 0.354
H -1.545 -3.432 -3.694 0.2 -0.1 0.3 0.332
H -0.477 -2.750 -2.433 -0.3 -0.1 -0.1 0.272
H -2.610 -0.127 -3.949 0.5 -0.1 0.6 0.305
H -1.636 -1.421 -4.705 0.1 0.3 0.2 0.308
H -0.498 -0.422 -1.434 0.0 0.4 0.0 0.131
H -1.263 1.095 -1.999 0.0 -0.3 -0.4 0.356
H 0.503 0.861 -2.184 -0.4 -0.1 0.1 0.315
C 3.399 2.932 2.516 -1.1 0.2 0.3 -1.080
C 1.945 2.800 3.132 0.7 1.7 -1.5 -0.294
O 1.721 1.487 3.412 1.6 -2.0 1.4 -0.347
C 0.431 1.101 3.610 -0.4 -1.3 0.2 -0.249
O -0.268 1.107 2.413 -2.0 0.9 0.1 -0.375
C 0.249 0.428 1.311 1.0 -0.1 -0.4 -0.343
H 3.611 3.995 2.310 0.0 -0.4 0.1 0.359
H 3.497 2.365 1.576 -0.2 0.2 0.4 0.263
H 4.149 2.557 3.233 -0.4 0.1 -0.2 0.273
H 1.118 3.037 2.436 0.7 0.9 -0.2 0.360
H 1.847 3.467 4.010 0.1 -0.3 -0.1 0.316
H -0.100 1.716 4.361 0.0 0.0 -0.6 0.283
H 0.470 0.063 3.992 0.1 0.3 0.0 0.290
H 0.536 -0.610 1.549 -0.1 0.2 0.0 0.293
H 1.146 0.972 0.970 -0.1 -0.4 -0.2 0.157
H -0.486 0.410 0.488 0.1 0.2 0.7 0.078
```
Forces are in eV/Å.

Calculated values
Maximum force (Eh/bohr): 0.0566
DFT total energy (eV): -16808.0412
LUMO level (Eh): 0.0315

=====

- Which value of DFT total energy does entry 4 give?
  -16808.0412 eV

=====

- Among the records above, which one has the lowest maximum force?
  C5H9NO

=====

- The highest maximum force belongs to which entry?
  C43H124N8O15